8
Properties=species:S:1:pos:R:3:lowdin_charge:R:1 method="wB97M-V/def2-TZVPD" multiplicity=5 s2=6.037 total_charge=+3 e_lumo_ev="-16.62 / -19.42" de_lowest_ev=3.152
H -1.6536 1.3712 -0.7721 0.188
C -0.8335 0.7619 -0.4164 0.264
C -0.2411 0.2275 0.6136 -0.121
Ir -0.5359 0.2801 2.5545 1.721
O 0.0026 0.1583 -1.7878 0.225
H -0.0242 0.5863 -2.6704 0.263
O 1.0427 -0.7236 -0.1721 0.200
C 1.0440 -0.6121 -1.3975 0.260


9
Properties=species:S:1:pos:R:3:lowdin_charge:R:1 method="wB97M-V/def2-TZVPD" multiplicity=6 s2=8.775 total_charge=+2 e_lumo_ev="-10.47 / -13.56" de_lowest_ev=2.958
C -2.2208 0.4290 -0.0133 0.359
C -1.4663 -0.5633 0.4028 0.001
O -0.3255 -1.0289 0.3713 0.250
H -2.6307 -0.6033 -0.6522 0.279
H -2.5221 1.2652 0.6145 0.170
C 1.4863 -0.4043 -0.4280 -0.463
O 1.3027 0.7533 -0.6596 0.093
O 2.4014 -1.1440 -0.2206 0.138
Ir 3.9750 1.2964 0.5850 1.173


10
Properties=species:S:1:pos:R:3:lowdin_charge:R:1 method="wB97M-V/def2-TZVPD" multiplicity=2 s2=0.755 total_charge=+2 e_lumo_ev="-10.40 / -11.35" de_lowest_ev=1.459
C 2.2224 -1.8167 1.1923 0.049
C 1.4300 -1.6688 0.1618 -0.257
O 0.7294 -1.8405 -0.7695 0.056
K -1.5954 -0.8663 -2.3586 0.968
H 2.8773 -0.9943 1.4812 0.081
H 2.2841 -2.7920 1.6760 0.096
O -1.6160 3.0948 0.5337 0.009
C -1.3129 2.0324 -0.0036 -0.305
Mg -3.1041 3.3012 -0.9111 1.479
O -1.9148 1.5502 -1.0022 -0.175


9
Properties=species:S:1:pos:R:3:lowdin_charge:R:1 method="wB97M-V/def2-TZVPD" multiplicity=7 s2=12.001 total_charge=+1 e_lumo_ev="-4.04 / -4.58" de_lowest_ev=0.000
C 2.4021 -2.2291 1.4380 0.093
C 1.3146 -1.5447 1.2427 -0.208
O 0.3910 -0.8383 1.0578 -0.068
C -0.8346 2.6464 0.3798 -0.330
O -0.8685 3.6416 -0.1949 0.312
O -0.6982 1.6175 0.9116 0.013
H 2.4133 -3.2904 1.1880 0.103
Mn -1.3900 -0.1707 1.8718 0.978
H 3.2899 -1.7104 1.8125 0.108


7
Properties=species:S:1:pos:R:3:lowdin_charge:R:1 method="wB97M-V/def2-TZVPD" e_lumo_ev=-0.54 de_lowest_ev=5.688
C 0.0284 1.3010 -1.2066 0.022
C 1.0905 1.7741 -0.6233 -0.094
C 0.1928 0.2661 -0.0651 -0.238
N 1.9398 1.5802 0.3859 0.033
N 1.3976 0.5482 0.8381 0.037
H -0.6922 0.2880 0.5676 0.120
H 0.3420 -0.7216 -0.4966 0.120


7
Properties=species:S:1:pos:R:3:lowdin_charge:R:1 method="wB97M-V/def2-TZVPD" e_lumo_ev=0.37 de_lowest_ev=5.686
C -0.9570 -0.6381 -0.0538 -0.165
C 0.3661 -0.5857 -0.2815 -0.164
C 2.1420 0.8602 -0.0508 0.114
N 1.6251 -0.1696 -0.3594 -0.022
N -0.7434 0.6684 -0.1915 -0.002
H -1.8178 -1.3024 0.1280 0.113
H -0.6150 1.1672 0.8090 0.126


7
Properties=species:S:1:pos:R:3:lowdin_charge:R:1 method="wB97M-V/def2-TZVPD" e_lumo_ev=-1.16 de_lowest_ev=6.161
C 0.9817 -0.3102 0.2200 0.038
C 0.2006 0.6419 -1.9106 0.106
C -1.2417 0.1206 -0.2528 -0.098
N -0.8050 0.8430 -1.2635 -0.102
N -0.2262 -0.1319 0.6711 -0.108
H 1.6703 -0.7515 0.9455 0.035
H -0.5797 -0.4118 1.5904 0.129


8
Properties=species:S:1:pos:R:3:lowdin_charge:R:1 method="wB97M-V/def2-TZVPD" smiles="N#C[C@H]1NC1=O" e_lumo_ev=0.33 de_lowest_ev=1.327
N 1.2803 0.6479 1.9381 0.177
C 0.7467 0.0135 1.1520 -0.224
C 0.1294 -0.7073 0.1238 -0.052
N -1.1305 0.2503 -0.3177 0.195
C -0.0966 0.0520 -1.1517 -0.493
O 0.2891 0.3335 -2.2226 0.173
H 0.0077 -1.6935 0.2639 0.096
H -1.2260 1.1037 0.2141 0.127


8
Properties=species:S:1:pos:R:3:lowdin_charge:R:1 method="wB97M-V/def2-TZVPD" e_lumo_ev=-0.28 de_lowest_ev=2.008
O -1.1523 -0.7853 0.3393 0.019
C -0.0670 -0.3220 -0.3635 -0.424
C -0.0565 1.1613 -0.4564 -0.165
N -0.1264 2.3103 -0.5654 0.179
C 1.4785 -0.3849 1.1183 0.098
N 1.3092 -0.9285 0.0670 0.028
H -1.2599 -0.3163 1.1863 0.124
H -0.1115 -0.7426 -1.3549 0.141


8
Properties=species:S:1:pos:R:3:lowdin_charge:R:1 method="wB97M-V/def2-TZVPD" smiles=N#CC(O)C#N e_lumo_ev=0.06 de_lowest_ev=0.356
N -0.1703 2.4485 -0.7502 0.176
C -0.1387 1.3256 -0.4675 -0.136
C -0.2143 -0.1346 -0.2105 -0.373
O -1.2541 -0.4746 0.6581 0.019
C 1.0942 -0.7330 0.1276 -0.146
N 2.0627 -1.3537 0.2371 0.181
H -0.4265 -0.6149 -1.1709 0.163
H -0.9530 -0.4633 1.5763 0.117


9
Properties=species:S:1:pos:R:3:lowdin_charge:R:1 method="wB97M-V/def2-TZVPD" smiles="O=CC(=O)N1C=N1" e_lumo_ev=-0.50 de_lowest_ev=3.814
O -2.3940 0.3106 -0.9355 0.096
C -1.7101 0.2434 0.0516 -0.162
C -0.3868 -0.5313 0.0321 -0.424
O -0.2825 -1.6436 -0.4079 0.137
N 0.6574 0.2211 0.6563 0.027
C 1.8339 0.3407 -0.1249 -0.152
N 2.0149 -0.6228 0.6261 0.217
H -1.9818 0.7205 1.0145 0.128
H 2.2490 0.9613 -0.9123 0.134


9
Properties=species:S:1:pos:R:3:lowdin_charge:R:1 method="wB97M-V/def2-TZVPD" e_lumo_ev="-1.33 / -2.12" de_lowest_ev=6.982
C 0.5838 -1.7401 -0.0705 -0.289
C -1.4895 -0.1713 -0.0402 -0.007
C -0.5816 -1.0761 -0.0702 -0.055
N 1.4201 -2.5009 0.1059 0.174
N 1.2247 1.2586 -0.0376 -0.198
O 2.3833 1.4093 -0.0139 0.138
O 0.3286 2.0209 0.1211 0.073
H -1.3458 0.9035 -0.3923 0.073
H -2.5235 -0.1037 0.3977 0.092


no.,E (a.u.)
1,-368.51873
2,-444.45626
3,-1140.63098
4,-1491.91837
5,-224.78815
6,-224.78824
7,-224.77079
8,-300.18263
9,-300.15761
10,-300.21833
11,-375.37136
12,-375.25495